This record from the OMol25 dataset describes C23H19N5O4 as an isolated structure in a non-equilibrium geometry. The level of theory is wB97M-V/def2-TZVPD.

Calculated values
**Kohn-Sham gap**: 7.43 eV

Positions of all 51 atoms, in Å:
C -6.26 -3.66 -1.27
C -4.91 -3.73 -0.95
C -4.38 -2.96 0.26
N -3.31 -2.29 -0.03
C -2.13 -2.72 0.36
O -2.00 -3.54 1.34
C -1.14 -1.74 0.24
C 0.13 -1.71 0.57
C 1.28 -0.93 0.37
C 2.66 -1.48 0.55
N 3.40 -0.24 0.22
N 2.68 0.78 -0.18
C 1.52 0.23 -0.04
C 0.52 1.54 -0.05
C -0.63 1.48 0.59
C -1.69 2.42 0.66
C -1.43 3.30 -0.38
C -0.35 3.35 -1.15
C 0.73 2.53 -1.15
H 1.47 2.44 -1.61
H -0.25 4.17 -2.07
O -2.35 4.64 -0.48
C -3.23 5.07 0.33
H -2.93 4.95 1.48
H -4.14 4.52 -0.07
H -3.36 6.01 0.00
N -2.80 2.04 1.30
O -3.84 2.50 0.70
O -2.76 1.82 2.56
H -0.73 0.73 1.58
C 4.87 -0.34 0.07
C 5.48 0.71 -0.34
C 6.92 0.80 -0.29
C 7.60 -0.52 -0.10
C 6.94 -1.63 0.26
C 5.64 -1.40 0.39
H 5.13 -2.52 0.44
H 7.54 -2.45 0.70
H 8.68 -0.33 -0.14
H 7.28 1.81 -0.48
H 5.00 1.54 -0.24
H 2.82 -2.35 1.05
H 0.13 -2.58 1.44
C -1.37 -0.88 -0.96
N -1.69 -0.02 -1.96
H -3.31 -1.56 -0.68
H -5.23 -2.52 0.77
H -4.10 -3.94 1.06
H -4.29 -4.19 -1.61
H -6.78 -4.10 -2.19
H -7.03 -3.06 -0.86